# 1
{
  "formula": "C6H13ClSi",
  "method": "ωB97M-V with the def2-TZVPD basis set",
  "homo_ha": [-0.330, -0.330],
  "relative_energy_ev": 4.202,
  "elements": ["C", "C", "C", "C", "C", "C", "Si", "Cl", "H", "H", "H", "H", "H", "H", "H", "H", "H", "H", "H", "H", "H"],
  "coordinates": [[-1.236037, -1.780264, -0.130565], [-0.582762, -0.723496, -0.162999], [-2.661094, -2.025091, -0.015793], [0.750556, 1.838310, -1.454375], [2.373718, -0.415448, -0.093204], [0.621064, 1.269144, 1.872864], [0.706070, 0.546317, -0.014535], [-2.692709, 1.293133, -0.485748], [-0.701986, -2.696045, -0.477913], [-2.774382, -3.082474, 0.186879], [-3.127232, -1.600370, 0.913244], [-3.133709, -1.565814, -0.823458], [1.852748, 2.365267, -1.474457], [0.785174, 1.584801, -2.514655], [-0.008079, 2.628746, -1.293524], [2.201418, -1.241453, -0.849641], [3.074139, 0.214610, -0.633091], [2.656512, -0.719870, 0.962552], [1.652185, 1.235565, 2.219254], [0.240521, 2.331133, 1.986114], [0.003894, 0.543303, 2.283057]],
  "forces_ev_per_angstrom": [[-0.3, -2.8, -0.8], [0.2, 2.8, -0.2], [-1.2, -0.7, 3.3], [2.4, 1.4, 0.5], [-1.5, -0.9, -0.3], [0.8, 1.8, -3.2], [1.8, 2.8, 0.3], [1.2, -1.0, 0.4], [0.4, 0.7, 0.6], [-0.5, -0.3, -0.9], [0.8, 0.3, -0.9], [-1.1, 0.2, -1.5], [-2.5, -1.0, 0.8], [-0.8, -0.8, 0.2], [0.4, -0.5, -0.1], [0.4, 0.3, 1.3], [0.3, 0.3, 0.6], [0.0, 0.1, -1.6], [-0.1, -0.2, 0.2], [0.2, -1.5, -0.3], [-1.1, -1.0, 1.5]]
}

---

# 2
{
  "formula": "C6H13CsO3",
  "method": "ωB97M-V with the def2-TZVPD basis set",
  "homo_ha": -0.240,
  "relative_energy_ev": 0.000,
  "elements": ["H", "C", "H", "H", "H", "C", "H", "O", "C", "H", "H", "O", "C", "H", "O", "C", "C", "H", "H", "H", "H", "Cs", "H"],
  "coordinates": [[-4.315402, -1.934576, 1.960985], [-4.251907, -1.192247, 1.149318], [-3.334956, 0.605373, 2.851133], [-5.068711, -0.457926, 1.248575], [-4.362154, -1.712909, 0.190511], [-2.990513, 0.715375, 1.807075], [-3.684934, 1.394399, 1.277857], [-2.999772, -0.551044, 1.158294], [-1.563640, 1.249165, 1.738096], [-1.588675, 2.268515, 2.185647], [-0.952348, 0.631477, 2.437552], [-1.057080, 1.224802, 0.456599], [3.191533, 0.660888, -0.587928], [2.394903, 1.128088, -0.004598], [2.208194, -1.464832, -0.311275], [3.231586, -0.670290, -0.742625], [2.323293, -2.861850, -0.548881], [2.419725, -3.143056, -1.606858], [1.401239, -3.317150, -0.171076], [4.097825, -1.201914, -1.147062], [3.243549, -3.221955, -0.069958], [-1.044549, -0.534057, -1.567399], [3.999292, 1.260284, -1.004762]],
  "forces_ev_per_angstrom": [[-0.1, 0.2, -0.1], [0.0, 0.1, 0.1], [0.1, 0.0, -0.1], [0.1, -0.3, 0.0], [-0.1, 0.0, 0.1], [0.0, 0.1, 0.0], [0.2, -0.1, 0.1], [-0.1, -0.3, -0.3], [0.4, 0.0, -0.5], [0.0, -0.1, 0.0], [-0.1, 0.1, 0.0], [-0.2, -0.1, 0.1], [0.1, -0.8, 0.0], [0.1, -0.1, -0.4], [-0.4, -0.1, -0.3], [0.1, 0.6, 0.2], [0.5, 0.1, 0.0], [-0.1, 0.4, -0.1], [0.5, 0.0, 0.2], [-0.3, 0.2, -0.2], [-0.4, -0.3, 0.2], [0.0, 0.5, 0.8], [-0.2, -0.2, 0.3]]
}

---

# 3
{
  "formula": "C6H13HgO3",
  "method": "ωB97M-V with the def2-TZVPD basis set",
  "homo_ha": -0.465,
  "relative_energy_ev": 0.000,
  "total_charge": 1,
  "elements": ["C", "O", "C", "C", "O", "C", "C", "O", "C", "H", "H", "H", "H", "H", "H", "H", "H", "H", "H", "H", "H", "H", "Hg"],
  "coordinates": [[-3.152066, -2.071166, 0.462187], [-2.093003, -1.195473, 0.801662], [-0.786894, -1.819867, 1.008733], [0.166487, -0.709605, 1.371643], [0.967051, -0.391569, 0.229390], [1.717217, 0.778178, 0.373296], [1.042944, 1.938985, -0.318334], [-0.129942, 2.313288, 0.374436], [-1.119382, 2.860149, -0.466461], [-4.067351, -1.475604, 0.387827], [-2.943622, -2.553890, -0.503224], [-3.271381, -2.841510, 1.238211], [-0.513818, -2.337223, 0.075426], [-0.899484, -2.557616, 1.817458], [0.829952, -1.021806, 2.193537], [2.716126, 0.642639, -0.080519], [1.874560, 1.015292, 1.443768], [0.797043, 1.661361, -1.359348], [1.741947, 2.793609, -0.349729], [-1.957126, 3.173875, 0.167444], [-0.729371, 3.732254, -1.017381], [-1.483268, 2.101368, -1.179080], [-1.511834, 0.556565, 1.586858]],
  "forces_ev_per_angstrom": [[-0.6, -0.8, -0.3], [-0.8, -3.5, -1.7], [-0.1, -1.2, -0.3], [2.0, -1.9, -1.2], [-1.5, -0.6, 1.0], [1.0, 1.1, 0.4], [0.8, 0.2, -0.5], [-0.2, -0.1, 0.3], [-0.3, 0.4, -0.5], [0.3, -0.1, 0.0], [-0.1, 0.1, 0.3], [0.0, 0.2, -0.2], [0.1, 0.3, 0.3], [0.1, 0.3, -0.1], [-0.4, 0.6, 0.1], [-0.5, -0.1, 0.1], [0.0, -0.1, -0.4], [0.1, 0.0, 0.3], [-0.2, -0.2, 0.0], [0.2, 0.1, -0.1], [-0.3, -0.3, 0.1], [0.1, 0.2, 0.0], [0.7, 5.3, 2.6]]
}

---

# 4
{
  "formula": "C6H13IN2O",
  "method": "ωB97M-V with the def2-TZVPD basis set",
  "homo_ha": -0.323,
  "relative_energy_ev": 0.000,
  "smiles": "CC[C@H](C)C=C=O.[H]/N=N/[H].I",
  "elements": ["C", "C", "C", "C", "C", "C", "N", "N", "O", "I", "H", "H", "H", "H", "H", "H", "H", "H", "H", "H", "H", "H", "H"],
  "coordinates": [[0.451544, 0.414892, -0.842281], [1.003045, 1.440601, -0.267024], [-2.375608, 1.753949, -1.162656], [-0.577387, -1.391606, 0.421608], [-1.952884, 0.595573, -0.143252], [-0.851039, -0.364821, -0.646926], [2.642005, -0.069477, 1.426745], [1.916959, -0.377521, 2.369665], [1.353176, 2.485453, 0.122493], [4.037664, -2.291566, -1.136283], [1.111022, -0.214836, -1.343533], [-1.504784, 2.498105, -1.324192], [-2.694251, 1.434072, -2.134733], [-3.186312, 2.355988, -0.636017], [0.151005, -1.011718, 1.176012], [-1.546034, -1.834074, 0.812212], [-0.019212, -2.204338, 0.106542], [-1.889317, 1.011017, 0.908533], [-2.864411, -0.021667, -0.124634], [-1.019215, -0.861456, -1.619324], [3.349122, -2.927690, 0.150384], [2.582171, 0.970849, 1.528654], [1.882741, -1.389731, 2.358007]],
  "forces_ev_per_angstrom": [[-0.4, -0.6, -0.1], [-1.4, 1.1, -0.4], [1.5, 1.6, 2.4], [-1.0, 0.1, 1.7], [-2.0, 0.3, -1.6], [0.7, 2.0, 1.2], [-0.1, 1.9, 0.6], [-0.2, -0.7, 0.5], [0.4, -0.4, 0.2], [0.1, 0.0, -0.3], [1.7, -0.6, -1.0], [-1.3, -1.2, 0.2], [-0.3, -0.5, -0.3], [0.8, -0.7, -0.9], [-1.6, 0.2, 0.0], [1.2, 0.7, 0.0], [1.0, -1.9, -1.4], [0.7, -0.6, -1.2], [0.1, 0.0, 0.3], [-0.6, 0.5, 0.4], [-0.1, -0.1, 0.2], [0.9, -0.3, -0.9], [-0.2, -0.9, 0.4]]
}

---

# 5
{
  "formula": "C6H13IN3O",
  "method": "ωB97M-V with the def2-TZVPD basis set",
  "homo_ha": -0.458,
  "relative_energy_ev": 0.000,
  "smiles": "NC1=[NH+][C@@H](CCCI)OCN1",
  "total_charge": 1,
  "elements": ["N", "C", "N", "C", "O", "C", "C", "C", "C", "I", "N", "H", "H", "H", "H", "H", "H", "H", "H", "H", "H", "H", "H", "H"],
  "coordinates": [[-0.902751, 0.667527, 3.151839], [-0.281386, -0.143924, 2.257538], [-0.602352, -1.431691, 2.124668], [-0.616962, -1.992484, 0.714611], [0.433168, -1.459165, -0.013545], [0.392083, -0.055474, -0.001801], [1.408044, 0.533939, -0.931177], [1.054831, 0.376196, -2.412174], [-0.381443, 0.678065, -2.794180], [-0.957747, 2.663080, -2.238295], [0.672067, 0.313056, 1.439641], [-1.277292, 1.538110, 2.812046], [-0.910326, 0.512822, 4.146283], [-1.482257, -1.616137, 2.593986], [-0.484824, -3.067329, 0.770504], [-1.597941, -1.759249, 0.294354], [-0.628835, 0.271192, -0.217975], [1.568121, 1.581573, -0.673399], [2.350399, 0.018615, -0.731210], [1.328825, -0.620868, -2.759742], [1.695735, 1.075986, -2.950960], [-0.515405, 0.579364, -3.866081], [-1.104966, 0.033721, -2.301832], [0.841213, 1.303076, 1.586901]],
  "forces_ev_per_angstrom": [[0.3, -0.1, 0.2], [0.6, -0.5, 0.1], [-1.2, 0.3, -0.2], [0.7, -0.3, 0.5], [-0.3, 0.0, -0.3], [0.4, -0.5, 0.5], [0.3, -0.3, 0.1], [0.2, 0.4, 0.0], [0.0, -0.2, 0.1], [0.0, 0.0, 0.0], [-1.2, 1.3, -0.7], [0.4, 0.3, 0.1], [-0.3, -0.3, 0.0], [0.1, -0.3, 0.1], [0.1, 0.0, 0.0], [0.0, 0.1, -0.1], [0.0, 0.2, -0.1], [-0.2, 0.1, 0.0], [0.0, 0.1, 0.0], [-0.2, -0.1, 0.0], [0.1, -0.1, -0.1], [-0.1, 0.2, 0.0], [0.0, -0.1, -0.1], [0.2, 0.0, -0.1]]
}

---

# 6
{
  "formula": "C6H13InO3",
  "method": "ωB97M-V with the def2-TZVPD basis set",
  "homo_ha": [-0.434, -0.446],
  "relative_energy_ev": 3.165,
  "multiplicity": 2,
  "total_charge": 1,
  "elements": ["C", "O", "C", "C", "O", "C", "C", "O", "C", "In", "H", "H", "H", "H", "H", "H", "H", "H", "H", "H", "H", "H", "H"],
  "coordinates": [[3.063520, 1.549454, -0.318287], [1.928240, 0.735053, -0.442851], [2.072546, -0.649375, -0.017948], [0.970356, -1.470671, -0.560562], [-0.173768, -1.493460, 0.351532], [-1.434723, -1.893136, -0.115107], [-2.433685, -0.802450, 0.204058], [-2.078735, 0.404187, -0.462758], [-2.973494, 1.475324, -0.215869], [-0.066582, 0.702434, -0.911341], [2.799939, 2.572465, -0.615771], [3.396546, 1.565328, 0.732401], [3.857229, 1.175676, -0.984779], [2.070754, -0.604380, 1.089025], [1.248493, -2.525338, -0.692891], [-1.743770, -2.804397, 0.419634], [-1.440515, -2.130047, -1.191589], [-2.423792, -0.598512, 1.287929], [-3.445197, -1.107795, -0.105796], [-2.454997, 2.439555, -0.246546], [-3.738672, 1.487365, -1.004696], [-3.400346, 1.388752, 0.794423], [2.315970, -1.314141, -1.206290]],
  "forces_ev_per_angstrom": [[1.3, 0.8, 0.3], [1.0, -0.4, 0.8], [-1.1, -1.8, -3.5], [-1.8, 0.2, 1.2], [-0.3, 0.8, 0.7], [-0.6, -0.5, -0.1], [-0.7, -0.9, 0.7], [-1.0, -0.4, 0.3], [-0.9, 1.1, 0.1], [0.2, 0.0, -2.1], [0.0, -0.3, 0.1], [0.0, 0.0, -0.4], [-0.2, 0.1, 0.3], [1.4, -0.8, -0.4], [-0.2, 0.3, -0.4], [0.0, 0.2, -0.2], [0.2, 0.2, 0.2], [-0.1, -0.1, -0.3], [0.3, 0.1, 0.1], [0.2, -0.3, -0.1], [0.0, -0.1, 0.5], [0.0, -0.1, -0.4], [2.4, 2.1, 2.7]]
}